--- w ---
{"formula": "C6H11NO", "method": "wB97M-V/def2-TZVPD", "symbols": ["O", "N", "C", "C", "C", "C", "C", "C", "H", "H", "H", "H", "H", "H", "H", "H", "H", "H", "H"], "coordinates": [[0.348, 0.637, -0.544], [-0.177, -0.783, 2.105], [-1.562, -0.276, -1.168], [-1.070, -1.261, 1.468], [-1.500, -1.089, -2.220], [0.875, 0.086, 1.989], [1.645, 0.445, 3.008], [1.051, 1.213, -1.596], [0.712, 0.812, -2.567], [-1.290, -0.652, -0.129], [-2.150, 0.632, -1.159], [2.503, 1.079, 2.835], [-1.916, -1.906, 1.658], [-2.041, -0.867, -3.134], [0.946, 2.310, -1.646], [0.905, 0.490, 0.851], [2.129, 0.990, -1.552], [-0.872, -1.973, -2.222], [1.467, 0.112, 4.022]], "lowdin_charge": [-0.36, 0.08, -0.13, 0.16, -0.07, -0.19, 0.06, -0.25, 0.06, 0.01, 0.08, 0.06, 0.12, 0.04, 0.06, 0.10, 0.07, 0.05, 0.06], "homo_ev": [-7.51, -7.70], "gap_ev": [6.320, 6.650]}


--- x ---
{"formula": "C6H11NO", "method": "wB97M-V/def2-TZVPD", "symbols": ["O", "N", "C", "C", "C", "C", "C", "C", "H", "H", "H", "H", "H", "H", "H", "H", "H", "H", "H"], "coordinates": [[2.358, -0.399, -0.749], [-0.224, 1.770, -0.393], [-2.248, -0.256, -0.264], [1.433, -0.203, 0.291], [-1.040, 0.590, 0.031], [1.057, 1.306, 0.411], [0.175, -1.307, 0.439], [-0.736, -0.657, -0.451], [0.952, 1.620, 1.409], [-2.643, -0.582, 0.753], [-3.104, 0.061, -1.045], [-1.115, 0.462, 1.141], [-0.428, -0.570, -1.570], [-0.232, -1.131, 1.376], [1.956, -0.435, 1.236], [0.314, -2.365, 0.256], [1.929, 1.753, 0.069], [1.481, -1.134, -1.544], [0.116, 1.476, -1.395]], "lowdin_charge": [-0.11, 0.04, -0.01, -0.39, -0.44, -0.13, -0.09, -0.37, 0.10, 0.11, 0.14, 0.14, 0.16, 0.09, 0.13, 0.12, 0.09, 0.30, 0.13], "homo_ev": -9.11, "gap_ev": 9.156}


--- y ---
{"formula": "C6H11NO", "method": "wB97M-V/def2-TZVPD", "symbols": ["O", "N", "C", "C", "C", "C", "C", "C", "H", "H", "H", "H", "H", "H", "H", "H", "H", "H", "H"], "coordinates": [[-1.635, -1.028, 0.380], [-0.497, 1.391, -0.085], [0.928, 1.133, 0.140], [-1.588, -0.696, -1.072], [-0.434, -1.041, 1.208], [-0.331, 0.329, -1.067], [0.976, 0.854, -1.570], [0.827, -0.071, 1.116], [0.704, 0.610, 2.068], [-1.274, -1.814, -1.380], [-0.685, -1.037, 2.263], [-2.600, -0.342, -1.107], [1.680, -0.090, -1.831], [1.177, 1.856, -2.168], [1.793, -0.639, 1.199], [-1.014, 1.187, 0.894], [0.031, -2.148, 1.047], [0.214, -0.417, -0.511], [1.729, 1.964, 0.477]], "lowdin_charge": [-0.24, 0.00, -0.31, -0.04, -0.20, -0.40, -0.03, -0.19, 0.13, 0.16, 0.10, 0.10, 0.14, 0.13, 0.12, 0.17, 0.15, 0.04, 0.16], "homo_ev": -9.07, "gap_ev": 9.938}


Most stable: x (next structure +50.7 kJ/mol)


--- w ---
{"formula": "C6H11NO", "method": "wB97M-V/def2-TZVPD", "symbols": ["O", "N", "C", "C", "C", "C", "C", "C", "H", "H", "H", "H", "H", "H", "H", "H", "H", "H", "H"], "coordinates": [[1.384, -0.479, 0.736], [-0.970, 0.556, 1.511], [-0.444, -0.944, -0.513], [1.582, 0.482, -0.245], [-1.829, -0.539, -0.455], [0.277, 1.351, -0.544], [0.641, -1.534, 0.398], [-0.815, 0.471, 0.069], [0.265, 2.403, -0.126], [-1.217, 1.644, 1.532], [-2.346, -0.694, -1.423], [0.276, 1.542, -1.609], [2.428, 1.073, 0.021], [0.068, 0.569, 1.796], [-0.027, -0.796, -1.462], [-2.467, -0.745, 0.414], [1.862, -0.097, -1.209], [1.168, -2.342, -0.216], [0.163, -1.922, 1.324]], "lowdin_charge": [-0.17, 0.06, -0.22, -0.18, -0.05, -0.09, -0.22, -0.45, 0.12, 0.14, 0.11, 0.10, 0.11, 0.10, 0.10, 0.11, 0.15, 0.14, 0.14], "homo_ev": -8.59, "gap_ev": 9.614, "smiles": "N[C@@]12CCOC[C@H]1C2"}


--- x ---
{"formula": "C6H11NO", "method": "wB97M-V/def2-TZVPD", "symbols": ["O", "N", "C", "C", "C", "C", "C", "C", "H", "H", "H", "H", "H", "H", "H", "H", "H", "H", "H"], "coordinates": [[-0.628, 1.692, -2.822], [-0.108, -1.875, 2.818], [0.757, 0.862, -1.087], [-0.275, -1.146, 3.828], [-0.179, -0.345, 0.939], [-0.285, -0.129, -0.539], [-0.479, -1.508, 1.513], [0.602, 1.013, -2.584], [1.435, 1.574, -3.027], [1.751, 0.495, -0.846], [0.201, -1.441, 4.762], [-1.260, 0.300, -0.806], [-0.006, 0.527, 1.565], [0.652, 0.040, -3.093], [-0.889, -0.238, 3.894], [-0.327, -1.086, -1.052], [-0.717, 1.827, -3.775], [-0.753, -2.370, 0.918], [0.507, 1.808, -0.609]], "lowdin_charge": [-0.07, -0.02, -0.19, -0.06, -0.10, -0.22, -0.18, -0.28, 0.11, 0.12, 0.06, 0.12, 0.11, 0.12, 0.08, 0.11, 0.09, 0.10, 0.12], "homo_ev": -8.56, "gap_ev": 9.478, "smiles": "C=N/C=C/CCCO"}


--- y ---
{"formula": "C6H11NO", "method": "wB97M-V/def2-TZVPD", "symbols": ["O", "N", "C", "C", "C", "C", "C", "C", "H", "H", "H", "H", "H", "H", "H", "H", "H", "H", "H"], "coordinates": [[0.650, -0.804, 0.453], [1.392, 0.793, -1.247], [-0.371, -0.734, -0.569], [0.317, 0.528, 1.015], [1.649, 0.859, 0.288], [-1.614, -1.070, 0.311], [0.615, -0.395, -1.712], [-1.112, -0.069, 1.730], [-1.784, -2.060, 0.763], [0.068, -0.335, -2.670], [-0.807, -0.770, 2.699], [-0.756, 0.376, -0.728], [2.345, 0.169, 0.549], [0.579, 1.515, -1.496], [1.864, 1.823, 0.354], [-2.431, -0.719, -0.309], [-1.723, 0.789, 2.004], [-0.264, 1.286, 0.423], [1.382, -1.182, -1.856]], "lowdin_charge": [-0.18, -0.02, -0.31, -0.20, -0.15, -0.04, -0.20, -0.01, 0.09, 0.12, 0.14, 0.12, 0.09, 0.15, 0.06, 0.08, 0.06, 0.10, 0.11], "homo_ev": -8.13, "gap_ev": 8.937, "smiles": "C1C[C@H]2CNC[C@@H]1O2"}


Most stable: x (next structure +191.4 kJ/mol)


--- w ---
{"formula": "C6H11NO", "method": "wB97M-V/def2-TZVPD", "symbols": ["O", "N", "C", "C", "C", "C", "C", "C", "H", "H", "H", "H", "H", "H", "H", "H", "H", "H", "H"], "coordinates": [[0.771, 0.596, -0.511], [-2.475, 1.294, -0.032], [0.122, -0.688, -0.845], [-1.116, -0.701, -0.370], [1.971, 0.486, 0.252], [-0.951, 0.730, 1.800], [0.758, -1.505, -1.912], [-1.476, 0.582, 0.390], [-1.787, 0.858, 2.493], [-0.326, 1.625, 1.856], [-0.365, -0.135, 2.118], [0.883, -0.913, -2.824], [2.796, 0.147, -0.379], [0.139, -2.376, -2.155], [-2.829, 1.898, 0.714], [2.215, 1.475, 0.650], [1.746, -1.852, -1.597], [1.844, -0.201, 1.096], [-1.920, -1.320, -0.744]], "lowdin_charge": [-0.17, 0.12, -0.29, 0.01, -0.10, -0.05, -0.03, -0.40, 0.08, 0.08, 0.07, 0.10, 0.08, 0.09, 0.04, 0.09, 0.08, 0.09, 0.11], "homo_ev": -9.38, "gap_ev": 10.268, "smiles": "[H]/N=C(C)/C=C(/C)OC"}


--- x ---
{"formula": "C6H11NO", "method": "wB97M-V/def2-TZVPD", "symbols": ["O", "N", "C", "C", "C", "C", "C", "C", "H", "H", "H", "H", "H", "H", "H", "H", "H", "H", "H"], "coordinates": [[-2.821, -0.834, 0.529], [-1.674, 2.363, 0.674], [2.138, -0.883, 0.049], [0.885, -0.027, -0.060], [-0.409, -0.969, 0.433], [0.651, 0.452, -1.484], [-1.543, 1.152, 0.842], [-1.623, -0.146, 0.610], [2.051, -1.772, -0.574], [0.546, -0.397, -2.158], [3.012, -0.318, -0.278], [2.313, -1.195, 1.078], [1.493, 1.056, -1.824], [0.990, 0.837, 0.602], [-0.250, 1.058, -1.545], [-0.062, -1.379, 1.381], [-3.552, -0.205, 0.530], [-1.533, 2.973, 1.478], [-0.611, -1.767, -0.283]], "lowdin_charge": [0.04, 0.14, -0.10, -0.39, -0.08, -0.09, -0.15, -0.36, 0.08, 0.08, 0.08, 0.07, 0.08, 0.12, 0.07, 0.11, 0.11, 0.06, 0.12], "homo_ev": -7.94, "gap_ev": 8.756, "smiles": "CC(C)CC(O)=C=N"}


--- y ---
{"formula": "C6H11NO", "method": "wB97M-V/def2-TZVPD", "symbols": ["O", "N", "C", "C", "C", "C", "C", "C", "H", "H", "H", "H", "H", "H", "H", "H", "H", "H", "H"], "coordinates": [[-0.037, -2.640, 0.874], [0.568, 0.891, -0.184], [-0.768, 0.630, -0.484], [-1.077, -0.844, -0.503], [1.695, -0.543, 0.070], [-1.694, 1.580, -0.685], [-0.432, -1.344, 0.722], [0.948, 1.972, 0.434], [2.002, 2.224, 0.448], [2.530, 0.064, -0.278], [0.154, -3.035, 0.013], [1.883, -0.877, 1.087], [1.572, -1.370, -0.626], [0.248, 2.569, 1.013], [-0.648, -0.879, 1.675], [-2.703, 1.290, -0.946], [-0.617, -1.312, -1.385], [-2.159, -1.009, -0.593], [-1.465, 2.635, -0.652]], "lowdin_charge": [-0.01, -0.11, -0.37, -0.15, 0.03, 0.05, -0.26, -0.05, 0.06, 0.05, 0.10, 0.06, 0.05, 0.07, 0.13, 0.05, 0.13, 0.12, 0.05], "homo_ev": [-6.89, -6.22], "gap_ev": [7.467, 6.880]}


Most stable: x (next structure +15.1 kJ/mol)


--- w ---
{"formula": "C6H11NO", "method": "wB97M-V/def2-TZVPD", "symbols": ["O", "N", "C", "C", "C", "C", "C", "C", "H", "H", "H", "H", "H", "H", "H", "H", "H", "H", "H"], "coordinates": [[2.934, -1.201, -0.412], [-2.274, 0.631, -1.206], [0.365, 0.335, -0.002], [1.245, 1.296, 0.011], [-0.004, -0.991, -0.028], [-2.165, 1.296, 1.105], [-1.596, 0.860, -0.021], [1.869, -1.661, 0.367], [0.932, 2.330, 0.039], [-3.211, 1.020, -1.272], [-1.610, 1.362, 2.030], [3.197, -1.865, -1.060], [2.297, 1.081, -0.115], [-0.220, -1.423, -1.000], [-3.182, 1.686, 1.129], [2.029, -1.399, 1.412], [-0.550, -1.397, 0.816], [1.679, -2.732, 0.253], [-1.736, 0.769, -2.047]], "lowdin_charge": [-0.09, 0.04, -0.23, 0.05, -0.08, -0.04, -0.32, -0.16, 0.07, 0.09, 0.04, 0.09, 0.06, 0.10, 0.04, 0.09, 0.10, 0.08, 0.08], "homo_ev": -7.44, "gap_ev": 8.235}


--- x ---
{"formula": "C6H11NO", "method": "wB97M-V/def2-TZVPD", "symbols": ["O", "N", "C", "C", "C", "C", "C", "C", "H", "H", "H", "H", "H", "H", "H", "H", "H", "H", "H"], "coordinates": [[1.086, 1.682, -0.585], [0.564, 2.920, -0.117], [0.514, 0.192, 0.367], [-1.259, 0.337, -1.611], [-0.357, -0.048, -0.517], [-0.215, -2.686, 0.110], [1.466, -0.016, 1.462], [-0.825, -1.537, 0.363], [1.068, 0.238, 2.448], [1.848, -1.033, 1.576], [-2.296, 0.374, -1.269], [-1.824, -1.488, 0.792], [-0.698, -3.646, 0.285], [-0.249, 3.134, -0.700], [-0.961, 1.303, -2.022], [-1.192, -0.385, -2.429], [2.349, 0.609, 1.319], [0.188, 2.761, 0.823], [0.792, -2.709, -0.297]], "lowdin_charge": [-0.32, -0.06, -0.12, -0.04, -0.18, -0.01, -0.04, -0.08, 0.09, 0.08, 0.09, 0.08, 0.06, 0.05, 0.08, 0.09, 0.09, 0.06, 0.07], "homo_ev": -7.41, "gap_ev": 8.274}


--- y ---
{"formula": "C6H11NO", "method": "wB97M-V/def2-TZVPD", "symbols": ["O", "N", "C", "C", "C", "C", "C", "C", "H", "H", "H", "H", "H", "H", "H", "H", "H", "H", "H"], "coordinates": [[0.894, -1.821, 0.269], [-1.418, 0.040, 0.973], [-2.282, 0.924, 1.188], [-0.529, -0.879, -1.456], [-0.085, 0.314, 0.703], [0.513, -0.607, -0.362], [1.778, -0.015, -0.987], [0.632, 1.153, 1.449], [2.598, -0.062, -0.284], [0.105, -2.207, 0.666], [-2.100, 2.000, 1.124], [-1.428, -1.311, -1.019], [1.691, 1.272, 1.324], [1.609, 1.012, -1.282], [2.050, -0.596, -1.860], [0.172, 1.708, 2.253], [-3.283, 0.603, 1.443], [-0.796, 0.046, -1.960], [-0.122, -1.576, -2.184]], "lowdin_charge": [0.00, 0.02, -0.02, -0.03, -0.32, -0.58, -0.03, 0.09, 0.08, 0.10, 0.09, 0.07, 0.06, 0.09, 0.08, 0.06, 0.07, 0.09, 0.09], "homo_ev": -9.10, "gap_ev": 9.959, "smiles": "C=NC(=C)C(C)(C)O"}


--- z ---
{"formula": "C6H11NO", "method": "wB97M-V/def2-TZVPD", "symbols": ["O", "N", "C", "C", "C", "C", "C", "C", "H", "H", "H", "H", "H", "H", "H", "H", "H", "H", "H"], "coordinates": [[1.095, -1.298, -0.623], [-0.628, -0.782, 1.966], [-0.833, 1.593, 0.284], [1.699, 0.880, -1.483], [0.084, -2.027, -0.056], [0.765, -0.056, -0.809], [-0.623, 0.231, -0.357], [-0.891, -1.082, 0.569], [-0.121, 1.754, 1.090], [1.973, 1.688, -0.803], [0.165, -3.092, 0.082], [-1.319, 0.100, -1.195], [0.367, -0.802, 2.164], [-1.933, -1.392, 0.478], [-1.832, 1.651, 0.710], [1.239, 1.334, -2.363], [2.600, 0.352, -1.781], [-1.094, -1.437, 2.580], [-0.713, 2.387, -0.452]], "lowdin_charge": [0.03, 0.05, -0.07, -0.02, -0.08, -0.33, -0.25, -0.33, 0.08, 0.08, 0.09, 0.15, 0.08, 0.13, 0.08, 0.08, 0.08, 0.07, 0.08], "homo_ev": [-6.88, -6.30], "gap_ev": [7.829, 7.167]}


Most stable: y (next structure +179.3 kJ/mol)


--- w ---
{"formula": "C6H11NO", "method": "wB97M-V/def2-TZVPD", "symbols": ["O", "N", "C", "C", "C", "C", "C", "C", "H", "H", "H", "H", "H", "H", "H", "H", "H", "H", "H"], "coordinates": [[-0.578, -1.540, 0.578], [2.045, 0.675, 1.653], [-0.120, -0.345, 1.075], [-0.871, 0.841, 0.271], [-2.257, 0.578, -1.693], [2.114, -0.967, -0.072], [1.392, -0.149, 0.953], [-1.050, 0.327, -1.148], [-1.842, 0.963, 0.759], [-0.289, 1.762, 0.307], [2.046, -2.024, 0.200], [3.157, -0.662, -0.111], [-2.379, 0.732, -2.755], [-0.423, -0.223, 2.127], [-0.765, -1.283, -0.526], [-0.168, 0.435, -1.769], [-3.159, 0.529, -1.104], [1.676, -0.851, -1.055], [1.470, 1.202, 2.312]], "lowdin_charge": [-0.09, 0.13, -0.39, -0.12, 0.06, -0.04, -0.40, -0.23, 0.11, 0.12, 0.09, 0.08, 0.06, 0.14, 0.17, 0.11, 0.07, 0.06, 0.05], "homo_ev": -9.23, "gap_ev": 9.550, "smiles": "[H]/N=C(/C)[C@H](O)CC=C"}


--- x ---
{"formula": "C6H11NO", "method": "wB97M-V/def2-TZVPD", "symbols": ["O", "N", "C", "C", "C", "C", "C", "C", "H", "H", "H", "H", "H", "H", "H", "H", "H", "H", "H"], "coordinates": [[-0.939, 2.716, 0.453], [-0.885, -2.588, -0.547], [0.361, -0.872, 0.437], [0.418, 0.524, 0.912], [1.092, 1.531, -0.135], [-0.414, -1.304, -0.564], [-0.197, -3.653, -0.840], [0.421, 2.855, 0.101], [0.723, 1.129, -1.119], [0.974, 3.533, 0.863], [-0.463, 0.713, 1.547], [-1.071, -0.626, -1.175], [0.442, 3.343, -0.855], [-1.042, 1.746, 0.384], [0.920, 0.467, 1.824], [2.183, 1.584, -0.066], [0.759, -1.633, 1.211], [0.904, -3.634, -1.118], [-0.705, -4.723, -0.754]], "lowdin_charge": [-0.09, -0.05, -0.13, -0.23, -0.13, -0.22, -0.04, -0.31, 0.12, 0.14, 0.13, 0.14, 0.10, 0.05, 0.08, 0.12, 0.14, 0.08, 0.10], "homo_ev": -8.68, "gap_ev": 9.621, "smiles": "C=N/C=C/CCCO"}


--- y ---
{"formula": "C6H11NO", "method": "wB97M-V/def2-TZVPD", "symbols": ["O", "N", "C", "C", "C", "C", "C", "C", "H", "H", "H", "H", "H", "H", "H", "H", "H", "H", "H"], "coordinates": [[1.998, 3.696, 5.259], [-2.303, -0.395, -0.155], [-0.615, -0.784, -1.540], [-1.132, -0.189, 0.542], [-1.972, -0.805, -1.429], [-0.050, -0.424, -0.259], [0.140, -1.091, -2.799], [1.416, -0.635, -0.019], [0.897, -0.324, -2.974], [0.625, -2.064, -2.844], [-3.079, -0.765, 0.332], [-1.237, 0.052, 1.588], [1.929, 3.906, 4.322], [-0.525, -0.960, -3.650], [1.608, -1.602, -0.483], [1.788, -0.685, 0.988], [1.986, 0.197, -0.426], [-2.690, -1.174, -2.144], [1.216, 4.048, 5.690]], "lowdin_charge": [-0.06, 0.00, -0.27, -0.09, -0.09, -0.24, -0.06, -0.05, 0.08, 0.07, 0.13, 0.11, 0.03, 0.07, 0.08, 0.06, 0.08, 0.12, 0.03], "homo_ev": -8.11, "gap_ev": 8.927, "smiles": "Cc1c[nH]cc1C.O"}


Most stable: y (next structure +183.0 kJ/mol)